{"formula": "C20H51N3O9V", "method": "ωB97M-V/def2-TZVPD", "charge": -1, "e_homo_ev": -4.62, "spin_multiplicity": 1, "lumo_ev": 2.63, "orbital_gap_ev": 7.25, "symbols": ["O", "V", "O", "C", "C", "O", "H", "H", "H", "H", "H", "C", "C", "O", "H", "H", "H", "H", "H", "C", "C", "C", "O", "C", "N", "H", "H", "H", "H", "H", "H", "H", "H", "H", "H", "H", "C", "O", "C", "C", "N", "C", "C", "O", "C", "H", "H", "H", "H", "H", "H", "H", "H", "H", "H", "H", "H", "H", "H", "H", "C", "O", "C", "C", "N", "C", "C", "O", "C", "H", "H", "H", "H", "H", "H", "H", "H", "H", "H", "H", "H", "H", "H", "H"], "positions_angstrom": [[-2.57939, -1.48060, -1.22870], [-2.02674, -0.65568, 0.01262], [-3.19369, 0.26651, 0.60621], [-3.17945, -2.93615, 3.27493], [-2.84742, -3.06698, 1.77834], [-1.88653, -2.27114, 1.29588], [-4.16701, -3.37465, 3.45961], [-3.30130, -1.88245, 3.56220], [-2.41288, -3.36142, 3.92367], [-3.82330, -3.01299, 1.25091], [-2.58026, -4.14805, 1.66590], [0.24764, 1.65555, 1.73790], [0.65254, 0.81204, 0.51211], [0.04290, -0.39283, 0.40338], [0.71415, 1.32617, 2.67514], [-0.81475, 1.70446, 1.99013], [0.73264, 2.62913, 1.55213], [1.75539, 0.73257, 0.66711], [0.59423, 1.46303, -0.39047], [-3.22393, 0.77333, -3.40577], [-1.76255, 0.78390, -3.10349], [-1.04466, 1.92724, -3.83749], [0.33627, 1.67333, -3.85034], [0.95890, 1.77900, -5.11914], [-1.56689, 1.09175, -1.65120], [-3.73726, 1.64104, -2.96280], [-3.84298, -0.04522, -3.03861], [-3.42855, 0.83590, -4.48163], [-1.26363, -0.13079, -3.41149], [-1.35332, 2.94701, -3.58508], [-1.36476, 1.83129, -4.89887], [2.03145, 1.83640, -4.95216], [0.61679, 2.70819, -5.59192], [0.70944, 0.92142, -5.75413], [-1.95662, 2.02629, -1.56586], [-0.57033, 1.27078, -1.51774], [0.79941, -2.99654, -1.42415], [0.91284, -3.42106, -0.09785], [0.51666, -4.75195, 0.09307], [1.12435, -5.25606, 1.39833], [0.62198, -4.56703, 2.59533], [1.39575, -4.97964, 3.74684], [0.95088, -4.28900, 5.00672], [-0.42925, -4.48108, 5.22724], [-0.89711, -3.73826, 6.31240], [-0.21921, -2.68675, -1.65999], [1.23746, -3.77054, -2.07349], [1.46485, -2.13940, -1.53757], [0.97573, -5.37850, -0.69946], [-0.57113, -4.90479, 0.02824], [2.18659, -5.01107, 1.31948], [0.94782, -6.34946, 1.41137], [-0.30174, -4.96542, 2.75413], [2.47786, -4.83975, 3.69291], [1.25977, -6.06723, 3.93022], [1.27905, -3.24181, 4.97923], [1.48447, -4.77059, 5.84723], [-0.17964, -3.64146, 7.13069], [-1.79376, -4.24588, 6.68329], [-1.27636, -2.76179, 5.98688], [5.65272, 2.96180, -2.56225], [4.37474, 3.31372, -2.91808], [3.42393, 3.23453, -1.86363], [2.27719, 4.18557, -2.06085], [1.55229, 4.30839, -0.78382], [0.46072, 5.29086, -0.86255], [-0.62038, 4.91717, 0.11831], [-1.33167, 3.81400, -0.36938], [-2.60138, 3.62745, 0.25111], [5.98462, 3.53095, -1.68301], [6.30110, 3.38137, -3.34740], [5.94940, 1.90985, -2.53248], [3.96381, 3.56720, -0.95528], [3.11267, 2.22206, -1.57204], [1.60105, 3.75763, -2.82241], [2.53530, 5.20169, -2.36159], [1.19481, 3.39179, -0.52214], [0.05305, 5.39599, -1.87499], [0.91195, 6.21337, -0.47747], [-1.30585, 5.74256, 0.35752], [-0.13674, 4.65286, 1.07253], [-2.54776, 3.75992, 1.33229], [-2.95346, 2.63836, -0.02283], [-3.28349, 4.35858, -0.21195]], "atomic_forces_ev_per_a": [[-0.13, 0.00, -0.55], [1.67, -1.64, 1.76], [0.12, 0.12, -0.03], [-0.25, 0.88, 0.10], [-1.23, -1.30, 0.29], [0.83, 2.42, -1.16], [0.21, -0.36, 0.14], [0.18, -0.02, -0.20], [-0.04, -0.14, -0.07], [0.14, 0.30, -0.14], [0.15, 0.10, -0.17], [0.69, 0.44, 0.25], [0.52, 0.26, 1.08], [-1.93, -0.10, -0.91], [0.08, -0.47, -0.30], [-0.09, 0.25, -0.62], [-0.64, 0.19, 0.27], [-0.12, -0.42, -0.31], [-0.14, -0.01, 0.12], [-1.70, 0.47, -0.47], [0.49, 1.39, 1.17], [-0.84, -1.43, -2.83], [0.75, 0.33, 0.73], [-0.48, 0.45, 0.44], [0.44, -0.75, -0.34], [0.36, 0.15, -0.09], [0.74, -0.40, 0.25], [0.22, -0.02, 0.02], [-0.01, -0.20, 0.34], [0.33, -0.01, 0.72], [-0.13, 0.11, 0.22], [0.05, -0.08, -0.02], [0.20, -0.11, -0.24], [0.01, 0.04, -0.01], [-0.15, -0.18, 0.39], [-0.15, -0.28, -0.02], [0.73, 0.31, 0.07], [0.05, -0.39, 0.39], [0.47, -0.09, 0.01], [-0.41, 0.72, -0.34], [0.41, -0.81, -0.47], [-0.60, -0.98, 0.71], [0.57, -0.23, 0.44], [0.51, 0.00, -0.27], [-1.29, 0.13, 0.06], [-0.10, -0.26, -0.30], [-0.54, -0.05, -0.31], [-0.23, 0.22, 0.12], [-0.19, 0.03, 0.04], [0.01, 0.27, 0.18], [0.08, -0.37, 0.06], [0.33, 0.10, 0.25], [-0.18, 0.66, 0.05], [-0.05, 0.31, -0.58], [0.16, 0.03, -0.05], [-0.56, 0.14, -0.04], [0.09, 0.19, -0.05], [0.14, 0.01, -0.07], [0.18, -0.12, 0.13], [0.47, 0.18, 0.06], [1.97, 1.15, -0.67], [-1.59, -0.53, -0.43], [1.53, 0.78, 1.43], [-1.36, -0.56, 0.15], [0.04, -0.24, -0.47], [0.66, -0.27, 0.90], [-0.08, 0.01, 0.51], [-0.15, -0.41, -0.06], [0.11, 0.49, -0.84], [-0.15, -0.52, 0.39], [-0.13, -0.15, -0.06], [-0.68, -0.24, 0.44], [-0.23, 0.11, -0.08], [-0.22, -0.09, -0.74], [0.12, 0.27, -0.13], [0.56, -0.18, -0.12], [-0.16, 0.14, -0.11], [0.00, 0.13, 0.05], [-0.31, 0.33, -0.54], [0.06, 0.13, -0.37], [-0.04, 0.01, -0.03], [-0.05, -0.15, 0.02], [-0.02, -0.21, 0.44], [-0.11, 0.03, 0.44]]}



{"formula": "C39H56F18NO12", "method": "ωB97M-V/def2-TZVPD", "charge": 1, "e_homo_ev": -12.47, "spin_multiplicity": 1, "lumo_ev": -4.34, "orbital_gap_ev": 8.14, "symbols": ["C", "C", "C", "C", "C", "C", "C", "C", "C", "C", "C", "C", "C", "C", "C", "N", "H", "H", "H", "H", "H", "H", "H", "H", "H", "H", "H", "H", "H", "H", "H", "H", "H", "H", "H", "H", "H", "H", "H", "H", "H", "H", "C", "C", "O", "C", "O", "C", "F", "F", "F", "H", "H", "H", "H", "H", "C", "C", "O", "C", "O", "C", "F", "F", "F", "H", "H", "H", "H", "H", "C", "C", "O", "C", "O", "C", "F", "F", "F", "H", "H", "H", "H", "H", "C", "C", "O", "C", "O", "C", "F", "F", "F", "H", "H", "H", "H", "H", "C", "C", "O", "C", "O", "C", "F", "F", "F", "H", "H", "H", "H", "H", "C", "C", "O", "C", "O", "C", "F", "F", "F", "H", "H", "H", "H", "H"], "positions_angstrom": [[7.53674, 1.68812, 4.81285], [6.79343, 0.89693, 3.71801], [5.55998, 0.10395, 4.22373], [4.40684, 0.28039, 3.24445], [3.20779, -0.63775, 3.53356], [2.09682, -0.33223, 2.53060], [0.67466, -0.72912, 2.98111], [0.25256, -0.14680, 4.33859], [-0.76663, 1.01242, 4.24060], [-0.24750, 2.29352, 4.91711], [0.83700, 2.93820, 4.09890], [1.99904, 3.36280, 4.64897], [2.95380, 3.92359, 3.85830], [2.73859, 4.04014, 2.51397], [1.58757, 3.62403, 1.99545], [0.65505, 3.09190, 2.79647], [8.52836, 1.28432, 4.99065], [6.98062, 1.76775, 5.74251], [7.70724, 2.70434, 4.46050], [7.46780, 0.25011, 3.16703], [6.43705, 1.62319, 2.98625], [5.87461, -0.93633, 4.30371], [5.30640, 0.44647, 5.22616], [4.09168, 1.32341, 3.29151], [4.77682, 0.02191, 2.25181], [2.92793, -0.44805, 4.57080], [3.55457, -1.66431, 3.45246], [2.15392, 0.70856, 2.19973], [2.31453, -0.92444, 1.64374], [-0.01540, -0.37703, 2.21371], [0.57347, -1.81062, 3.01084], [1.09019, 0.16580, 4.95964], [-0.24534, -0.93878, 4.89163], [-1.70496, 0.76153, 4.72402], [-1.01272, 1.15088, 3.18544], [-1.04165, 2.99218, 5.17705], [0.20176, 1.97954, 5.85414], [2.19380, 3.26324, 5.70157], [3.88039, 4.28077, 4.27691], [3.46458, 4.45243, 1.83446], [1.38126, 3.68932, 0.94041], [-0.21684, 2.79870, 2.37005], [-1.39483, -7.06515, 2.28096], [-0.51928, -6.75537, 3.47325], [0.78112, -6.27624, 3.05872], [0.86571, -5.01764, 2.69333], [-0.02922, -4.21903, 2.63494], [2.32725, -4.66830, 2.37195], [2.92791, -5.60890, 1.64372], [3.03466, -4.51771, 3.50038], [2.39623, -3.52158, 1.68570], [-0.89638, -7.76169, 1.61386], [-2.33597, -7.50524, 2.60866], [-1.61468, -6.16449, 1.71059], [-0.32259, -7.65370, 4.05345], [-0.99450, -6.03458, 4.13746], [0.06412, 5.80113, -1.15855], [0.09685, 6.80082, -0.01918], [0.75358, 8.00976, -0.41876], [0.00730, 8.87974, -1.09690], [-1.14200, 8.73638, -1.39163], [0.83416, 10.13613, -1.41344], [2.05300, 9.81226, -1.85549], [0.97471, 10.87759, -0.30794], [0.23519, 10.87329, -2.33963], [1.07135, 5.62236, -1.53866], [-0.36196, 4.85209, -0.82771], [-0.53369, 6.17267, -1.98923], [0.68016, 6.40612, 0.81334], [-0.90330, 7.01513, 0.35694], [0.59150, -2.10036, -0.63044], [-0.30078, -3.31549, -0.76260], [-1.31307, -3.11456, -1.76277], [-0.93038, -3.31369, -3.02112], [0.16067, -3.62820, -3.39032], [-2.13144, -3.11695, -3.95700], [-2.83160, -2.01913, -3.63336], [-2.96066, -4.16661, -3.87335], [-1.74640, -2.99151, -5.22155], [-0.00184, -1.20468, -0.43284], [1.29861, -2.23429, 0.18204], [1.14784, -1.91883, -1.55057], [-0.83235, -3.49652, 0.16976], [0.27662, -4.21229, -0.98704], [2.80261, -6.65506, -4.54324], [1.87040, -7.83740, -4.39425], [1.51087, -8.04414, -3.01208], [0.53868, -7.27967, -2.54478], [-0.06689, -6.44076, -3.14513], [0.24355, -7.64853, -1.08371], [1.36189, -7.79406, -0.36308], [-0.43766, -8.79869, -1.01044], [-0.49326, -6.69844, -0.50114], [3.67910, -6.77855, -3.90601], [3.13003, -6.56049, -5.57761], [2.31075, -5.72740, -4.24981], [2.36513, -8.75342, -4.70906], [0.97371, -7.72232, -5.00134], [-5.85588, -3.76917, -2.93363], [-6.74815, -4.96687, -2.69398], [-7.18525, -5.02046, -1.32179], [-8.21815, -4.25087, -1.00671], [-8.81636, -3.52428, -1.74350], [-8.58125, -4.45594, 0.47260], [-7.48826, -4.46047, 1.24927], [-9.20761, -5.62763, 0.63850], [-9.38657, -3.49044, 0.90415], [-5.01970, -3.77149, -2.23449], [-5.46532, -3.78303, -3.94859], [-6.40286, -2.83770, -2.78597], [-6.19712, -5.88948, -2.86426], [-7.60676, -4.97021, -3.36401], [-2.33488, 10.07497, -4.46265], [-2.30692, 8.58540, -4.72147], [-2.83804, 8.26570, -6.02011], [-1.99830, 8.39803, -7.03923], [-0.85706, 8.74929, -6.97665], [-2.69618, 7.98047, -8.34318], [-3.92788, 8.49434, -8.42472], [-2.80122, 6.64434, -8.39985], [-2.00593, 8.38686, -9.40267], [-3.34369, 10.46682, -4.59687], [-2.00607, 10.28769, -3.44755], [-1.68488, 10.60780, -5.15669], [-2.94439, 8.07079, -4.00490], [-1.30161, 8.17673, -4.61771]], "atomic_forces_ev_per_a": [[0.28, 0.11, -0.68], [-0.51, 0.51, 0.51], [0.95, 0.23, -0.54], [0.03, -1.13, 0.61], [0.55, 1.08, -0.17], [-0.33, -0.96, 0.21], [0.61, 0.52, 0.09], [-0.88, -0.08, -0.11], [0.14, 0.10, 0.19], [0.11, -0.55, -0.43], [-1.68, -0.66, 1.03], [0.99, 0.23, 0.95], [0.98, 0.42, 0.44], [1.58, 0.80, -0.78], [-1.31, -0.43, -1.03], [-0.30, 0.13, -0.88], [0.01, -0.16, 0.34], [-0.01, -0.19, 0.13], [0.05, 0.13, 0.06], [0.12, -0.15, 0.02], [-0.07, 0.04, -0.13], [-0.36, -0.20, 0.10], [-0.23, -0.01, 0.07], [-0.04, 0.14, -0.30], [-0.01, 0.39, -0.24], [-0.23, -0.19, 0.04], [-0.20, -0.22, 0.08], [-0.12, 0.19, 0.21], [0.03, 0.12, -0.25], [-0.19, -0.15, -0.08], [0.16, -0.10, -0.09], [0.18, -0.05, -0.12], [0.08, -0.11, 0.19], [-0.11, -0.15, 0.03], [-0.16, 0.24, 0.00], [-0.04, 0.20, -0.26], [0.05, 0.17, 0.21], [-0.23, -0.14, 0.23], [0.15, -0.02, 0.14], [0.25, 0.11, 0.08], [-0.26, -0.07, -0.10], [-0.02, -0.15, 0.20], [0.08, 0.13, -0.08], [-0.59, -0.31, 0.12], [0.23, 0.07, 0.10], [-0.49, -0.28, 0.13], [0.23, 0.15, -0.04], [0.61, -0.07, -0.23], [-0.19, -0.02, 0.01], [-0.18, 0.09, 0.06], [-0.06, 0.03, 0.14], [-0.01, -0.15, 0.08], [0.02, 0.00, 0.07], [-0.06, 0.02, 0.07], [0.22, 0.02, -0.07], [0.17, 0.20, -0.08], [0.10, 0.12, -0.15], [-0.18, -0.52, 0.05], [0.09, 0.17, 0.08], [-0.19, -0.37, 0.19], [0.09, 0.14, -0.10], [0.27, 0.37, -0.19], [-0.07, -0.06, 0.03], [-0.05, -0.10, 0.04], [-0.07, -0.09, 0.05], [0.01, -0.04, 0.07], [-0.05, 0.02, 0.01], [-0.09, -0.03, 0.05], [0.15, 0.21, -0.01], [-0.01, 0.16, -0.13], [-0.08, 0.27, -0.35], [0.33, -0.04, 0.53], [-0.14, -0.07, -0.17], [0.33, -0.15, 0.40], [-0.11, 0.22, -0.17], [-0.37, 0.12, -0.38], [0.07, -0.02, 0.09], [0.20, -0.04, 0.04], [0.14, -0.07, 0.08], [-0.06, -0.06, 0.09], [-0.03, -0.07, 0.02], [0.05, -0.10, 0.02], [-0.17, 0.04, -0.10], [-0.04, 0.05, -0.21], [-0.05, 0.18, 0.30], [0.29, 0.05, -0.59], [-0.16, -0.07, 0.23], [0.21, -0.06, -0.57], [-0.14, -0.07, 0.27], [0.01, -0.15, 0.43], [-0.01, 0.09, -0.09], [0.00, 0.06, -0.12], [0.04, 0.11, -0.23], [0.04, -0.08, -0.08], [-0.01, -0.04, -0.01], [-0.07, 0.00, -0.09], [-0.03, -0.08, 0.22], [-0.11, 0.08, 0.17], [-0.15, 0.23, 0.28], [0.29, 0.00, -0.52], [-0.13, -0.09, 0.19], [0.20, -0.07, -0.50], [-0.08, 0.03, 0.22], [-0.11, 0.03, 0.42], [0.00, 0.01, -0.07], [0.04, 0.00, -0.09], [0.02, 0.00, -0.11], [0.05, -0.09, -0.07], [-0.02, -0.04, -0.01], [-0.07, -0.03, -0.08], [-0.03, -0.05, 0.22], [-0.12, 0.10, 0.16], [-0.03, 0.18, -0.30], [0.07, 0.15, 0.61], [-0.03, -0.14, -0.18], [0.12, 0.06, 0.50], [-0.04, -0.05, -0.20], [-0.20, 0.00, -0.42], [0.06, -0.01, 0.06], [0.04, 0.01, 0.10], [0.06, 0.00, 0.10], [-0.03, -0.06, 0.08], [-0.02, -0.06, 0.02], [0.08, -0.05, 0.04], [-0.13, -0.07, -0.18], [0.04, 0.04, -0.21]]}



{"formula": "C19H16N4PdSSe", "method": "ωB97M-V/def2-TZVPD", "e_homo_ev": -6.96, "spin_multiplicity": 1, "lumo_ev": -0.76, "orbital_gap_ev": 6.21, "relative_energy_kj_mol": 0.0, "symbols": ["Pd", "N", "C", "S", "N", "N", "C", "C", "C", "C", "C", "C", "C", "C", "C", "C", "C", "C", "N", "H", "H", "H", "H", "H", "H", "H", "H", "H", "H", "H", "Se", "C", "C", "C", "C", "C", "C", "H", "H", "H", "H", "H"], "positions_angstrom": [[0.78721, -0.81232, -0.38869], [4.22557, 1.77257, 0.06749], [3.03488, 1.14105, 0.08362], [3.08294, -0.59674, 0.00329], [1.97915, 1.91943, 0.20640], [0.82772, 1.22350, 0.26367], [-0.31071, 1.82569, 0.21724], [-0.47923, 3.28415, 0.00050], [0.27306, 4.22432, 0.70187], [0.15737, 5.57468, 0.40925], [-0.70211, 6.00587, -0.59226], [-1.46171, 5.07792, -1.29044], [-1.35052, 3.72686, -0.99480], [-1.49496, 0.92909, 0.30776], [-2.78781, 1.38967, 0.50849], [-3.82680, 0.47606, 0.59211], [-3.55786, -0.87748, 0.49010], [-2.23815, -1.26605, 0.33152], [-1.24537, -0.38505, 0.24905], [5.05171, 1.26000, -0.17889], [4.22883, 2.77681, 0.02492], [0.94511, 3.89547, 1.48188], [0.74770, 6.29432, 0.96207], [-0.77911, 7.05918, -0.82981], [-2.13348, 5.40097, -2.07529], [-1.93061, 3.00959, -1.56423], [-2.96981, 2.44929, 0.61709], [-4.84153, 0.82326, 0.74060], [-4.34289, -1.61821, 0.53948], [-1.95660, -2.30856, 0.26742], [0.66160, -2.62853, -1.90073], [0.92136, -4.18442, -0.80147], [0.91690, -4.14701, 0.59066], [1.08942, -5.31137, 1.32884], [1.26880, -6.53198, 0.69260], [1.28057, -6.57537, -0.69477], [1.10846, -5.41312, -1.43393], [0.79127, -3.20808, 1.10602], [1.08179, -5.26336, 2.41132], [1.40065, -7.43644, 1.27259], [1.42457, -7.52062, -1.20501], [1.12257, -5.45505, -2.51752]], "atomic_forces_ev_per_a": [[0.66, 1.79, 1.29], [0.03, -0.03, 0.00], [-0.08, 0.12, 0.14], [-0.61, -0.36, -0.70], [0.12, 0.00, -0.01], [0.03, -0.78, -0.14], [-0.32, 0.11, -0.07], [0.10, 0.00, -0.03], [-0.05, 0.03, 0.15], [-0.03, -0.01, 0.01], [-0.02, -0.06, 0.01], [0.03, -0.03, 0.02], [-0.01, 0.03, -0.08], [0.14, 0.25, 0.26], [-0.07, 0.11, 0.14], [-0.04, 0.03, -0.02], [0.05, 0.02, 0.10], [-0.07, 0.02, 0.07], [0.00, -0.72, -1.07], [0.00, 0.01, -0.02], [0.03, 0.00, 0.02], [0.01, 0.00, -0.07], [-0.01, -0.02, 0.00], [0.00, -0.01, 0.02], [0.01, 0.00, 0.01], [0.04, 0.01, 0.01], [-0.01, -0.03, -0.05], [0.02, 0.01, -0.01], [0.02, -0.01, 0.01], [0.04, -0.02, -0.12], [0.00, -0.60, 0.31], [-0.01, 0.02, -0.13], [0.03, -0.15, 0.01], [0.00, -0.04, -0.04], [-0.01, 0.06, 0.03], [-0.04, 0.05, -0.03], [0.00, -0.05, -0.07], [-0.03, 0.18, 0.05], [0.01, 0.02, -0.02], [0.01, 0.01, -0.01], [0.00, 0.04, -0.01], [0.01, -0.02, 0.04]]}